[1]
# C10H8N3P

A 2-piece molecular cluster, C10H8N3P overall (wB97M-V/def2-TZVPD, the OMol25 dataset).

The geometry in XYZ format:
```
22
C10H8N3P (wB97M-V/def2-TZVPD)
C 1.03 0.48 -2.58
C 1.66 -1.01 -0.76
C -1.98 -1.88 0.88
C -1.27 -1.22 1.81
C -2.08 -1.39 -0.38
C -0.70 -0.04 1.59
C -1.63 -0.16 -0.68
C -0.89 0.53 0.24
C 1.63 1.62 0.35
C 1.96 0.05 -1.62
N 0.35 0.82 -3.43
N 1.44 -1.87 -0.03
N 2.56 2.21 0.83
P -0.07 2.09 -0.13
H -2.18 -2.87 1.14
H -1.26 -1.62 2.77
H -2.51 -1.96 -1.22
H -0.08 0.44 2.24
H -1.93 0.40 -1.58
H 2.98 0.30 -1.49
H 3.60 2.24 1.09
H -0.62 2.85 0.95
```

Results
* 2S+1: 1
* relative energy (zero: lowest compared OMol25 entry of this formula, charge and spin): 1.438 eV
* E_HOMO (alpha / beta): -7.876 / -7.923 eV

Löwdin population analysis, charges in e, atoms 1 to 5: -0.34 -0.35 -0.07 -0.12 -0.09

---

[2]
# C28H45IrN2S2SbSe2Te2

C28H45IrN2S2SbSe2Te2 as an isolated structure (wB97M-V/def2-TZVPD, the OMol25 dataset).

The geometry in XYZ format:
```
83
C28H45IrN2S2SbSe2Te2 (wB97M-V/def2-TZVPD)
Ir -0.18 0.17 1.14
C 1.11 -1.38 4.86
N 1.92 -1.00 3.70
C 2.26 -2.14 2.87
C 1.04 -2.77 2.18
N 0.62 -2.11 0.93
C 1.69 -2.18 -0.06
C -0.61 -2.75 0.50
C -0.63 -3.75 -0.47
C -1.82 -4.34 -0.86
C -3.02 -3.93 -0.29
C -3.01 -2.95 0.68
C -1.82 -2.36 1.09
S -1.89 -1.11 2.31
C 2.95 -0.08 3.97
C 4.30 -0.37 3.81
C 5.27 0.60 4.05
C 4.91 1.86 4.49
C 3.57 2.17 4.65
C 2.61 1.21 4.38
S 0.89 1.70 4.37
H 1.42 -2.37 5.23
H 0.05 -1.41 4.60
H 1.24 -0.67 5.67
H 2.74 -2.93 3.46
H 2.97 -1.79 2.11
H 0.19 -2.75 2.87
H 1.27 -3.82 1.96
H 2.45 -1.43 0.18
H 2.17 -3.16 -0.09
H 1.29 -1.95 -1.04
H 0.28 -4.09 -0.93
H -1.81 -5.10 -1.62
H -3.95 -4.37 -0.60
H -3.94 -2.61 1.13
H 4.63 -1.35 3.50
H 6.31 0.35 3.93
H 5.67 2.59 4.70
H 3.27 3.16 4.96
Se 0.84 2.08 2.23
Te -2.59 4.54 2.81
Te -4.39 1.72 4.19
Se -2.52 2.09 2.68
C -0.69 3.66 -0.76
C 0.12 2.82 -1.73
C 1.57 2.78 -1.27
C 0.05 3.42 -3.13
Sb -0.68 0.71 -1.55
C -2.91 0.90 -1.91
C -3.44 -0.45 -2.36
C -3.27 1.97 -2.93
C -3.53 1.24 -0.56
C 0.08 -0.31 -3.46
C -0.20 -1.80 -3.41
C -0.58 0.27 -4.69
C 1.58 -0.08 -3.53
H -0.27 4.67 -0.70
H -0.66 3.23 0.24
H -1.73 3.75 -1.07
H 1.94 3.80 -1.13
H 2.21 2.28 -1.98
H 1.65 2.27 -0.30
H 0.36 4.46 -3.08
H -0.97 3.40 -3.52
H 0.71 2.90 -3.82
H -3.03 -0.73 -3.33
H -4.52 -0.41 -2.45
H -3.19 -1.23 -1.64
H -2.84 1.76 -3.90
H -2.95 2.96 -2.60
H -4.36 2.01 -3.04
H -3.30 0.47 0.18
H -4.61 1.32 -0.65
H -3.15 2.19 -0.17
H -1.19 -2.03 -3.00
H 0.55 -2.33 -2.82
H -0.16 -2.22 -4.42
H -1.63 0.00 -4.75
H -0.10 -0.13 -5.59
H -0.49 1.35 -4.73
H 2.08 -0.37 -2.60
H 1.81 0.96 -3.74
H 2.01 -0.68 -4.33
```

Results
* 2S+1: 6
* relative energy (zero: lowest compared OMol25 entry of this formula, charge and spin): 0.000 eV
* E_HOMO (alpha / beta): -6.877 / -7.135 eV

Löwdin population analysis, charges in e, atoms 1 to 5: 0.43 -0.09 -0.17 -0.18 -0.17

---

[3]
# C41H39F10N3O30

A 11-piece molecular cluster, C41H39F10N3O30 overall (wB97M-V/def2-TZVPD, the OMol25 dataset).

The geometry in XYZ format:
```
123
C41H39F10N3O30 (wB97M-V/def2-TZVPD)
C -0.94 6.53 1.91
C -1.21 5.59 1.17
C -1.37 4.64 -0.06
C -2.72 4.51 -0.73
N -3.01 3.75 -1.84
C -1.84 3.10 -2.28
C -1.97 2.24 -3.55
C -0.80 1.46 -4.11
C 0.60 1.53 -3.38
C 1.78 0.67 -3.99
C 0.70 2.40 -2.19
N 1.97 2.53 -1.48
C -0.49 3.19 -1.62
N -0.25 3.97 -0.48
H -0.51 7.42 2.45
H -3.58 5.09 -0.27
H -2.97 2.20 -4.08
H -0.90 0.83 -5.04
H 1.30 -0.18 -4.62
H 2.37 0.12 -3.18
H 2.45 1.25 -4.69
H 1.81 2.63 -0.47
H 2.56 1.70 -1.64
O -5.40 3.22 4.32
C -5.41 2.77 3.21
O -4.67 3.26 2.18
C -4.85 2.37 1.09
C -6.16 1.72 1.42
F -6.20 0.44 0.96
O -6.16 1.69 2.83
H -4.02 1.66 1.06
H -4.88 2.91 0.14
H -7.04 2.26 1.06
O -0.26 -1.40 -6.42
C -0.08 -2.32 -5.68
O -1.06 -3.15 -5.25
C -0.43 -4.18 -4.50
C 0.84 -3.52 -4.08
F 1.85 -4.43 -3.98
O 1.13 -2.65 -5.15
H -0.27 -5.05 -5.14
H -1.05 -4.48 -3.65
H 0.76 -2.95 -3.15
O 5.26 0.03 -2.80
C 5.16 -1.14 -2.63
O 3.99 -1.84 -2.79
C 4.32 -3.21 -2.63
C 5.57 -3.16 -1.82
F 6.39 -4.19 -2.11
O 6.18 -1.96 -2.25
H 4.47 -3.67 -3.61
H 3.51 -3.75 -2.13
H 5.40 -3.11 -0.74
O 4.28 -4.73 0.61
C 4.15 -3.97 1.53
O 3.31 -4.16 2.57
C 3.55 -3.10 3.50
C 4.14 -2.05 2.62
F 5.03 -1.29 3.30
O 4.83 -2.79 1.64
H 4.24 -3.45 4.27
H 2.63 -2.78 3.98
H 3.40 -1.40 2.14
O -3.39 -0.89 -3.80
C -4.08 -1.84 -4.01
O -5.19 -1.82 -4.81
C -5.64 -3.17 -4.91
C -5.07 -3.79 -3.68
F -4.77 -5.10 -3.89
O -3.86 -3.08 -3.49
H -5.25 -3.61 -5.83
H -6.73 -3.21 -4.93
H -5.70 -3.70 -2.79
O -9.35 -3.73 -3.74
C -9.21 -2.57 -3.56
O -8.14 -2.02 -2.91
C -8.27 -0.61 -3.02
C -9.74 -0.44 -3.26
F -9.99 0.63 -4.04
O -10.09 -1.61 -3.97
H -7.67 -0.25 -3.86
H -7.94 -0.11 -2.11
H -10.34 -0.38 -2.35
O 12.14 -0.34 0.29
C 11.01 -0.69 0.23
O 10.40 -1.11 -0.91
C 9.10 -1.57 -0.53
C 8.86 -0.83 0.75
F 8.09 -1.55 1.59
O 10.15 -0.71 1.30
H 9.12 -2.65 -0.39
H 8.36 -1.32 -1.30
H 8.43 0.17 0.62
O 6.99 1.72 4.23
C 8.04 1.21 4.48
O 9.18 1.40 3.75
C 10.22 0.73 4.44
C 9.48 -0.29 5.24
F 10.10 -0.55 6.42
O 8.25 0.35 5.52
H 10.76 1.44 5.07
H 10.93 0.27 3.75
H 9.29 -1.23 4.71
O 2.13 -0.11 2.93
C 0.99 -0.45 2.88
O 0.37 -0.88 1.75
C -0.93 -1.32 2.13
C -1.16 -0.56 3.40
F -1.93 -1.26 4.26
O 0.14 -0.45 3.95
H -0.92 -2.40 2.28
H -1.67 -1.08 1.36
H -1.58 0.44 3.26
O -7.39 6.02 9.41
C -7.37 5.77 8.25
O -6.30 5.23 7.60
C -6.72 4.96 6.27
C -7.86 5.92 6.09
F -8.80 5.41 5.26
O -8.41 6.00 7.39
H -7.03 3.92 6.19
H -5.92 5.15 5.56
H -7.57 6.91 5.76
```

Results
* structure (SMILES): C#Cc1cnc2ccc(C)c(N)c2n1.O=C1OC[C@@H](F)O1.O=C1OC[C@@H](F)O1.O=C1OC[C@@H](F)O1.O=C1OC[C@@H](F)O1.O=C1OC[C@@H](F)O1.O=C1OC[C@@H](F)O1.O=C1OC[C@@H](F)O1.O=C1OC[C@@H](F)O1.O=C1OC[C@@H](F)O1.O=C1OC[C@@H](F)O1
* 2S+1: 1
* E_HOMO: -7.947 eV

Löwdin population analysis, charges in e, atoms 1 to 5: 0.09 -0.07 -0.22 -0.09 0.09

---

[4]
# CH3NO2P2

CH3NO2P2 in the gas phase (wB97M-V/def2-TZVPD, the OMol25 dataset).

The geometry in XYZ format:
```
9
CH3NO2P2 (wB97M-V/def2-TZVPD)
C 1.58 0.20 -0.34
N 1.72 -1.00 0.06
O 4.11 0.05 0.97
O -1.08 0.09 -0.07
P 3.59 -0.32 -0.32
P 0.07 1.10 -0.68
H 0.89 -1.41 0.36
H -1.83 0.21 -0.65
H 0.33 1.52 0.59
```

Results
* 2S+1: 1
* relative energy (zero: lowest compared OMol25 entry of this formula, charge and spin): 1.574 eV
* E_HOMO: -9.066 eV

Löwdin population analysis, charges in e, atoms 1 to 5: -0.63 -0.12 -0.51 -0.38 0.80

---

[5]
# C23H23N5O3S2

C23H23N5O3S2 in the gas phase (wB97M-V/def2-TZVPD, the OMol25 dataset).

The geometry in XYZ format:
```
56
C23H23N5O3S2 (wB97M-V/def2-TZVPD)
C 5.82 -1.53 -1.46
O 5.39 -0.32 -0.89
C 4.06 -0.15 -0.65
C 3.08 -1.10 -0.91
C 1.75 -0.84 -0.62
C 1.38 0.38 -0.07
C 0.00 0.73 0.21
N -0.52 1.90 -0.08
N -1.81 1.89 0.29
C -2.06 0.73 0.82
S -3.64 0.16 1.31
C -4.45 0.29 -0.35
C -4.85 1.73 -0.65
C -3.44 -0.35 -1.28
O -3.24 -1.55 -1.28
N -2.72 0.49 -2.07
C -1.63 0.05 -2.78
N -0.87 0.83 -3.47
C 0.15 0.13 -4.02
C 0.17 -1.19 -3.76
S -1.17 -1.63 -2.75
N -0.95 -0.07 0.79
C -0.83 -1.36 1.43
C -0.32 -1.16 2.84
C -1.22 -0.90 3.87
C -0.76 -0.66 5.15
C 0.60 -0.67 5.41
C 1.50 -0.92 4.38
C 1.04 -1.16 3.10
C 2.36 1.35 0.16
C 3.68 1.10 -0.12
O 4.70 1.98 0.08
C 4.39 3.26 0.57
H 6.90 -1.43 -1.57
H 5.38 -1.70 -2.44
H 5.60 -2.38 -0.81
H 3.34 -2.05 -1.34
H 1.01 -1.59 -0.87
H -5.31 -0.37 -0.27
H -5.64 2.02 0.04
H -5.21 1.82 -1.67
H -4.00 2.40 -0.49
H -2.83 1.50 -2.02
H 0.87 0.67 -4.62
H 0.87 -1.93 -4.08
H -0.13 -1.98 0.86
H -1.82 -1.82 1.42
H -2.28 -0.89 3.66
H -1.46 -0.47 5.94
H 0.96 -0.49 6.41
H 2.56 -0.93 4.58
H 1.74 -1.35 2.30
H 2.03 2.30 0.56
H 3.71 3.79 -0.10
H 3.95 3.21 1.57
H 5.34 3.79 0.63
```

Results
* structure (SMILES): COc1ccc(-c2nnc(S[C@@H](C)C(=O)Nc3nccs3)n2Cc2ccccc2)cc1OC
* 2S+1: 1
* relative energy (zero: lowest compared OMol25 entry of this formula, charge and spin): 1.265 eV
* E_HOMO: -8.052 eV

Löwdin population analysis, charges in e, atoms 1 to 5: -0.08 -0.06 -0.19 0.00 -0.06

---

[6]
# C4H9NO

C4H9NO in the gas phase (wB97M-V/def2-TZVPD, the OMol25 dataset).

The geometry in XYZ format:
```
15
C4H9NO (wB97M-V/def2-TZVPD)
C 0.84 1.21 -0.84
C -0.20 0.21 -0.35
C -0.16 -1.12 -1.09
N 0.13 -0.14 1.02
C -0.87 -0.55 1.92
O -1.45 0.46 2.24
H 0.70 1.42 -1.90
H 1.85 0.81 -0.69
H 0.76 2.16 -0.29
H -1.21 0.66 -0.45
H -0.83 -1.82 -0.57
H 0.86 -1.53 -1.05
H -0.48 -1.02 -2.12
H 0.63 0.58 1.53
H -0.57 -1.34 2.65
```

Results
* structure (SMILES): CC(C)NC=O
* 2S+1: 1
* relative energy (zero: lowest compared OMol25 entry of this formula, charge and spin): 2.507 eV
* E_HOMO: -8.805 eV

Löwdin population analysis, charges in e, atoms 1 to 5: -0.07 -0.48 -0.07 -0.05 -0.26

---

[7]
# C4H8N2O

C4H8N2O in the gas phase (wB97M-V/def2-TZVPD, the OMol25 dataset).

The geometry in XYZ format:
```
15
C4H8N2O (wB97M-V/def2-TZVPD)
C 2.26 0.10 0.53
N 1.46 -0.40 -0.63
N 0.15 -0.37 -0.19
C -0.83 -1.42 0.02
C -1.92 -0.33 0.27
C -0.80 0.67 -0.03
O -0.75 1.88 -0.09
H 2.39 -0.74 1.39
H 1.71 1.00 1.00
H 3.30 0.35 0.11
H 1.58 0.41 -1.45
H -0.95 -1.99 -0.94
H -0.52 -2.04 0.77
H -2.80 -0.51 -0.47
H -2.27 -0.25 1.29
```

Results
* structure (SMILES): CNN1CCC1=O
* 2S+1: 1
* relative energy (zero: lowest compared OMol25 entry of this formula, charge and spin): 3.422 eV
* E_HOMO: -9.298 eV

Löwdin population analysis, charges in e, atoms 1 to 5: -0.14 -0.08 -0.16 -0.13 -0.04

---

[8]
# C14H23N2

C14H23N2 as an isolated structure (wB97M-V/def2-TZVPD, the OMol25 dataset).

The geometry in XYZ format:
```
39
C14H23N2 (wB97M-V/def2-TZVPD)
C -0.58 2.59 1.09
N -0.60 1.15 1.29
C -0.10 0.71 2.57
N -1.74 0.55 0.82
C -1.91 -0.71 0.84
H 0.44 2.93 1.25
H -0.89 2.82 0.07
H -1.24 3.13 1.79
H 0.89 1.16 2.70
H -0.73 1.04 3.42
H -0.02 -0.38 2.59
H -2.62 -1.23 0.06
H -1.34 -1.35 1.55
C -3.72 -3.29 0.51
C -3.50 -2.13 -0.45
C -3.11 -2.43 -1.85
C -3.64 -1.61 -2.89
C -4.80 -0.68 -2.65
C -3.12 -1.68 -4.18
C -2.12 -2.60 -4.50
C -1.50 -2.59 -5.86
C -1.71 -3.50 -3.52
C -2.21 -3.46 -2.22
C -1.75 -4.56 -1.30
H -4.48 -3.00 1.24
H -4.09 -4.18 -0.02
H -2.81 -3.55 1.07
H -4.41 -1.52 -0.44
H -4.97 -0.09 -3.56
H -5.73 -1.25 -2.45
H -4.64 0.01 -1.82
H -3.52 -1.02 -4.95
H -0.73 -3.35 -5.94
H -2.25 -2.78 -6.64
H -1.04 -1.62 -6.09
H -0.99 -4.28 -3.79
H -0.98 -5.15 -1.82
H -1.32 -4.20 -0.36
H -2.57 -5.26 -1.07
```

Results
* charge: +1
* 2S+1: 1
* relative energy (zero: lowest compared OMol25 entry of this formula, charge and spin): 4.194 eV
* E_HOMO: -12.104 eV

Löwdin population analysis, charges in e, atoms 1 to 5: -0.07 -0.27 -0.06 0.05 0.02

---

- 2S+1 of number 1 (C10H8N3P)?
  1